Density functional theory data (the ωB97M-V functional and the def2-TZVPD basis) for a cluster of 5 separate species, H10O5 in total.

Summary:
* HOMO level: -11.51 eV
* multiplicity: 1
* net charge: 0
* SMILES string: O.O.O.O.O
* molar mass: 90.07 g/mol
* orbital gap: 12.31 eV
* energy above the lowest of the compared OMol25 structures with the same formula, charge and spin: 7.9 kJ/mol

CARTESIAN COORDINATES (ANGSTROEM)
O: 1.531738 -0.100382 1.604479
O: 1.586705 -1.557517 -0.752356
O: -0.760988 -0.959698 -2.149702
O: -1.842779 0.939795 -0.555203
O: -0.426714 1.812748 1.635375
H: 1.847493 -0.719300 2.269590
H: 2.157957 -0.997081 -1.279645
H: -1.278596 -1.736657 -2.022564
H: -1.952148 1.709639 -1.107306
H: -0.914885 1.618229 2.432030
H: 1.495053 -0.613572 0.748339
H: 0.731062 -1.528328 -1.250986
H: -1.114598 -0.338195 -1.475974
H: -1.380722 1.304937 0.250973
H: 0.321421 1.165381 1.652951

Cartesian forces, eV/Å:
0.00 -0.35 -0.65
-0.56 -0.02 -0.08
0.69 0.53 0.20
0.36 0.14 0.87
0.41 -0.25 -0.33
-0.05 0.05 -0.06
0.25 0.07 -0.17
-0.71 -0.98 -0.08
-0.15 0.30 -0.41
-0.26 0.01 0.36
0.08 0.20 0.65
0.38 0.17 0.19
-0.04 0.29 -0.15
-0.19 -0.39 -0.39
-0.22 0.23 0.03

natural (NBO) atomic charge list, values in e, 6 entries:
1. O -1.002
2. O -0.980
3. O -0.978
4. O -0.991
5. O -0.979
6. H 0.482

---

Density functional theory data (the ωB97M-V functional and the def2-TZVPD basis) for a cluster of 5 separate species, H10O5 in total.

Summary:
* HOMO level: -10.98 eV
* multiplicity: 1
* net charge: 0
* SMILES string: O.O.O.O.O
* molar mass: 90.08 g/mol
* orbital gap: 11.40 eV
* energy above the lowest of the compared OMol25 structures with the same formula, charge and spin: 88.5 kJ/mol

CARTESIAN COORDINATES (ANGSTROEM)
H: 1.844289 0.308891 0.504063
H: 1.957044 1.080368 1.831945
H: 0.811392 -1.072635 -0.808347
H: 2.241322 -1.101745 -1.648089
H: 0.021477 -1.173406 1.193407
H: -1.221672 -1.229475 0.176731
H: -1.750572 0.646326 -0.138748
H: -2.820430 -0.109539 0.860525
H: 0.052118 1.352204 -1.344408
H: 0.394595 1.539725 0.167048
O: 1.315360 0.493735 1.305158
O: 1.579825 -0.510396 -1.157931
O: -0.288309 -1.608568 0.367112
O: -2.394430 -0.126789 -0.124289
O: -0.403640 1.721929 -0.489317

Cartesian forces, eV/Å:
-0.27 -0.60 -0.21
-1.57 -1.31 -0.84
0.87 0.32 -0.10
-1.73 1.21 1.17
-0.31 -0.33 -0.89
1.47 -0.36 0.26
-0.49 -0.54 -0.06
1.48 0.12 -3.67
-1.44 0.96 2.11
-2.46 0.37 -1.26
2.15 1.95 1.30
1.01 -1.41 -1.07
-0.91 0.30 0.42
-1.34 0.62 3.71
3.53 -1.30 -0.87

natural (NBO) atomic charge list, values in e, 6 entries:
1. H 0.512
2. H 0.483
3. H 0.524
4. H 0.487
5. H 0.491
6. H 0.508